1.
Below is C26H56BrF5O11S7 as an isolated structure, with properties calculated with wB97M-V/def2-TZVPD.

Element x y z (Å)
H: -0.048 8.820 -0.128
H: -0.076 -4.563 -3.885
C: 2.873 3.050 0.917
S: -10.520 2.669 1.166
C: -1.051 -0.101 1.075
H: 1.438 -5.480 -4.159
C: -0.336 -11.114 -0.495
F: 2.698 5.446 1.020
F: 3.572 4.530 -0.794
H: -5.664 0.358 -0.733
H: -12.159 2.675 -0.572
F: 3.736 2.127 0.439
C: 6.967 -0.622 1.530
H: 0.490 -1.534 1.074
H: -0.002 10.549 -0.548
H: -1.538 -0.720 0.327
C: -1.739 -0.428 2.393
C: 3.441 4.449 0.534
H: -10.729 5.035 0.866
H: 5.307 -0.155 -0.391
C: 1.186 -0.110 -0.301
H: 1.871 7.175 -0.646
Br: 2.265 1.835 -2.319
O: -0.068 0.047 -3.554
O: -0.127 -8.826 -1.809
H: -1.076 -2.420 2.955
H: -12.249 4.292 1.455
O: 2.598 10.437 -1.889
O: 0.844 3.932 -0.535
H: 0.270 -8.824 0.999
H: -0.309 -5.753 -1.606
C: -11.071 2.635 -0.542
H: -10.728 1.703 -0.986
H: 2.664 -1.594 -2.218
H: 2.472 -1.664 0.375
C: 2.573 -0.745 -0.192
H: -2.258 -2.365 1.622
O: 0.416 -0.870 -1.307
H: 1.205 -6.629 -1.959
H: -5.560 2.134 -0.819
H: -2.766 -2.086 3.311
S: -5.383 1.309 1.417
H: 0.247 -11.803 0.117
H: -10.642 3.479 -1.083
H: 7.524 -1.124 2.324
H: 2.106 0.611 2.009
H: -10.886 4.540 2.570
H: 8.433 0.922 1.475
H: 7.055 -2.448 0.418
H: 3.240 -0.121 0.392
C: 0.442 -0.450 1.030
H: -0.010 9.328 -1.845
H: -7.072 1.348 -0.263
H: 6.390 -1.137 -1.361
H: 1.711 -9.887 1.057
H: -5.584 3.669 1.127
H: -1.273 0.924 0.802
H: -0.754 -11.647 -1.346
H: 8.777 -0.347 0.333
H: 3.382 7.647 -1.460
H: 4.176 -2.752 -0.304
C: 2.318 7.856 -1.370
S: 0.740 -9.822 -1.128
H: 7.495 0.868 0.025
F: 2.835 2.923 2.254
C: 0.770 -5.767 -1.457
H: -5.704 3.175 2.833
H: 1.504 -0.768 2.924
O: -3.896 1.401 1.348
C: -5.983 1.291 -0.273
H: 1.839 7.742 -2.342
S: 2.131 9.547 -0.795
H: 0.602 0.750 2.821
S: 1.487 -4.255 -2.104
C: -11.163 4.302 1.546
H: 1.398 -3.715 -4.408
H: 3.811 -0.270 -1.924
H: 0.988 -5.813 -0.391
H: 6.243 0.010 2.041
C: 4.467 -2.068 -1.091
C: 1.216 0.050 2.273
C: 0.334 9.555 -0.836
C: 7.969 0.234 0.768
S: -0.515 0.015 -2.208
O: 2.965 -4.387 -2.029
H: 5.541 -2.191 1.302
O: -1.894 -0.273 -2.027
C: 1.068 1.316 -0.846
O: 0.259 2.678 1.418
F: 4.679 4.522 1.072
H: -2.692 0.098 2.363
C: 5.633 -1.178 -0.581
C: 3.304 -1.117 -1.485
H: -1.139 -10.668 0.091
H: 1.820 -8.277 0.309
H: -1.212 -0.059 3.271
O: -0.225 1.406 -1.386
C: -6.007 2.936 1.815
C: -1.978 -1.938 2.580
H: -7.097 2.921 1.740
O: -9.035 2.786 1.139
C: 1.011 -4.539 -3.812
H: 4.815 -2.577 -1.978
C: 1.174 -9.137 0.476
S: 1.124 2.793 0.289
C: 6.306 -1.709 0.694

Energy above the lowest of the compared OMol25 structures with the same formula, charge and spin   0.0 kcal/mol
Energy   -209863.0599 eV
HOMO level   -8.527 eV
Kohn-Sham gap   8.879 eV
Spin multiplicity   1
Total charge   0

2.
Below is C20H42Br2FN4O6PS as an isolated structure, with properties calculated with wB97M-V/def2-TZVPD.

Element x y z (Å)
H: -1.476 1.845 4.284
H: 3.557 -5.930 -1.977
H: -0.042 5.858 -1.007
H: -1.166 -3.022 -4.048
C: -0.890 -2.971 -2.992
Br: -3.036 6.637 1.788
C: 2.844 3.803 0.138
C: -0.083 -4.466 -0.402
C: -0.538 -5.872 -0.801
O: -0.873 -0.414 0.988
H: -2.077 3.394 1.531
H: 1.475 -2.369 0.200
C: -1.747 1.812 -1.044
H: -1.698 0.771 -1.534
C: -1.170 4.091 3.890
H: -0.848 -1.913 -2.728
C: -0.687 2.691 4.514
H: 2.937 5.724 -2.521
H: -3.902 1.241 -1.021
C: -0.577 1.919 0.071
H: -3.356 1.969 0.626
C: 2.506 -5.757 -1.729
H: -1.029 4.919 4.677
C: 1.042 -2.319 -0.800
H: 1.150 2.017 -1.477
H: 1.115 5.896 2.838
O: -0.248 3.291 0.315
N: 0.139 5.808 2.519
H: 0.599 3.740 2.571
H: -0.958 -3.816 -0.338
H: -2.157 -7.334 -3.117
O: -0.975 -1.081 2.185
C: -0.823 1.013 1.367
C: 2.334 -4.320 -1.271
H: 0.392 -4.496 0.581
H: 0.053 -1.865 -0.745
H: -0.399 6.425 3.144
H: 0.385 0.362 -1.263
H: 0.437 -4.664 -3.215
H: -0.219 -1.709 2.266
H: 2.279 -6.456 -0.922
C: 0.736 1.296 -0.683
S: 2.706 2.320 1.230
H: 2.672 -4.220 -0.238
P: -1.817 5.487 0.229
C: -0.345 4.401 2.552
H: -3.595 3.050 -0.854
H: 1.919 -6.018 -2.609
C: 1.944 0.916 0.290
H: 1.721 0.060 1.026
H: 0.287 -6.582 -0.780
C: 0.451 -3.660 -2.798
H: -2.283 3.998 3.652
F: -1.372 2.743 -2.095
H: -0.459 -7.075 -3.550
H: -0.875 -7.951 -2.050
Br: -2.930 0.935 4.762
N: 0.913 -3.745 -1.338
C: -1.150 3.962 1.209
C: 2.940 5.310 -1.466
H: -1.824 1.217 1.907
H: -0.022 1.152 2.180
C: -1.162 -7.135 -2.717
H: -1.264 -6.215 -0.055
H: 0.355 2.349 4.163
C: -3.229 2.014 -0.501
O: -1.188 -5.869 -2.060
H: 2.951 -3.669 -1.897
N: 2.967 6.008 -0.234
N: 2.915 5.084 0.774
H: -1.694 -3.435 -2.422
O: -0.515 6.428 -0.362
H: 1.224 -3.102 -3.334
H: -0.588 2.845 5.653
H: 1.689 -1.753 -1.470
O: 2.859 3.909 -1.265
H: 2.786 0.496 -0.385

Energy above the lowest of the compared OMol25 structures with the same formula, charge and spin   111.2 kcal/mol
Energy   -202582.0900 eV
HOMO level   -5.142 eV
Kohn-Sham gap   4.115 eV
Spin multiplicity   1
Total charge   0